C25H31N3O2 | ωB97M-V/def2-TZVPD

The structure (SMILES) is CN(C)[C@H](CNC(=O)C1CCN(C(=O)/C=C/c2ccccc2)CC1)c1ccccc1. As for the LUMO energy: 0.3 eV. Its spin multiplicity is 1. The strongest force on any atom is 0.80 eV/A. For the HOMO-LUMO gap, the calculation gives 8.8488 eV.

Last column: Mulliken charge in e.
Positions of all 61 atoms, in Å:
C 1.49582 -0.47447 -6.70800  -1.054
N 2.14692 -0.74834 -5.43976  -0.082
C 3.34163 0.06366 -5.30871  -0.994
H 3.93571 -0.27863 -4.46468  0.301
H 3.93874 -0.05382 -6.21160  0.365
H 3.11552 1.13244 -5.17741  0.370
C 1.20865 -0.55975 -4.33788  0.555
C 0.06709 -1.54273 -4.44643  -0.271
C 0.32088 -2.87671 -4.74412  -0.130
C -0.71340 -3.79404 -4.78113  -0.771
C -2.01099 -3.39160 -4.50813  -0.362
C -2.27030 -2.06582 -4.20619  -0.829
C -1.23592 -1.14585 -4.17714  -0.055
H -1.44057 -0.11051 -3.94230  0.449
H -3.28008 -1.74544 -3.99513  0.423
H -2.81795 -4.10887 -4.53381  0.405
H -0.50819 -4.82718 -5.02074  0.394
H 1.33407 -3.17773 -4.96260  0.427
H 0.79930 0.46905 -4.33300  0.486
C 1.88961 -0.79173 -2.96827  -1.748
N 0.91355 -0.90755 -1.90858  0.063
C 0.39595 0.18924 -1.30331  -0.151
O 0.84399 1.30119 -1.48859  -0.677
C -0.73434 -0.13879 -0.32959  0.415
C -0.13496 -0.52419 1.03260  -0.834
H 0.64500 -1.27715 0.90225  0.512
H -0.92334 -0.94649 1.66068  0.414
C 0.44393 0.71522 1.72094  -1.070
N -0.59492 1.69767 1.89826  0.084
C -1.18629 2.09192 3.05442  0.626
O -2.04318 2.96460 3.06125  -0.712
C -0.76063 1.42961 4.30857  -0.555
C -0.99101 2.03084 5.48024  -0.434
C -0.68708 1.52712 6.80687  1.066
C -1.03274 2.30475 7.91538  -0.465
C -0.76820 1.87071 9.19957  -0.523
C -0.14932 0.64865 9.40599  -0.435
C 0.20176 -0.13397 8.31754  -0.569
C -0.06249 0.29816 7.03283  -0.443
H 0.21983 -0.32512 6.19792  0.315
H 0.68542 -1.08756 8.47393  0.371
H 0.05952 0.30740 10.40913  0.376
H -1.04400 2.48585 10.04375  0.373
H -1.51651 3.25805 7.75805  0.355
H -1.45707 3.00833 5.44275  0.340
H -0.32547 0.44492 4.25325  0.379
C -1.10040 2.18518 0.63229  -1.021
C -1.71337 1.03054 -0.16165  -1.140
H -2.02081 1.39592 -1.14222  0.395
H -2.60017 0.66876 0.36422  0.423
H -1.85340 2.94558 0.84372  0.452
H -0.28012 2.62814 0.06199  0.348
H 0.90738 0.45338 2.67071  0.580
H 1.21688 1.15370 1.07895  0.284
H -1.28273 -0.99913 -0.73187  0.678
H 0.41885 -1.78314 -1.84457  0.385
H 2.48199 -1.70752 -3.00541  0.325
H 2.52465 0.05855 -2.71567  0.567
H 2.18608 -0.70953 -7.51658  0.369
H 1.18717 0.57816 -6.80273  0.354
H 0.61408 -1.10395 -6.81027  0.300